[1]
DFT (wB97M-V/def2-TZVPD) results for a single C27H27N3O8 molecule in a non-equilibrium geometry.

Frontier orbital gap = 7.91 eV
M = 521.5 g mol⁻¹
SMILES = C#CCCOC(=O)N1C2=NC(C(=O)OC)=C(C(=O)OC)[C@@H]3N(CC=C)c4ccccc4[C@]23C[C@H]1C(=O)OC
DFT total energy = -1811.21951 Ha
ΔE to the lowest compared entry with this formula, charge and spin = 3.94 kJ/mol
Largest force on an atom = 1.2 eV Å⁻¹
Lowest unoccupied orbital energy = 0.001 Eh

Positions of all 65 atoms, in Å:
C (4.35379, 6.32983, -2.82363)
C (3.94667, 5.28302, -2.41221)
C (3.44627, 4.01621, -1.92112)
C (2.03363, 3.74903, -2.45051)
O (1.48227, 2.56799, -1.86900)
C (1.83992, 1.41888, -2.41222)
O (2.55857, 1.27048, -3.36873)
N (1.28995, 0.32953, -1.75321)
C (0.46106, 0.31860, -0.67537)
N (-0.03191, 1.35209, -0.10763)
C (-1.01261, 1.13127, 0.82815)
C (-1.45837, 2.38167, 1.54330)
O (-0.85707, 2.87974, 2.45230)
O (-2.56995, 2.87402, 0.99853)
C (-3.11356, 4.02093, 1.64283)
C (-1.63419, -0.05339, 1.02989)
C (-2.88760, -0.03790, 1.80186)
O (-3.13285, 0.71543, 2.71189)
O (-3.78321, -0.92978, 1.33348)
C (-5.04603, -0.92568, 1.98323)
C (-1.10466, -1.35626, 0.44887)
N (-0.77189, -2.31674, 1.49918)
C (-1.76759, -2.88213, 2.37188)
C (-1.41614, -4.29069, 2.75413)
C (-1.67087, -4.82633, 3.93259)
C (0.54299, -2.15504, 1.85991)
C (1.21663, -2.62357, 2.97739)
C (2.57095, -2.34797, 3.08854)
C (3.24531, -1.62548, 2.11932)
C (2.57227, -1.16266, 0.99378)
C (1.23134, -1.43801, 0.87481)
C (0.25623, -1.10234, -0.23826)
C (0.55101, -1.89887, -1.51775)
C (1.56110, -1.01108, -2.26052)
C (1.37563, -1.08122, -3.77622)
O (2.05277, -1.75298, -4.50070)
O (0.32023, -0.36680, -4.16212)
C (0.08158, -0.31959, -5.56432)
H (4.72198, 7.24584, -3.17744)
H (4.11280, 3.21342, -2.24921)
H (3.42236, 4.03125, -0.82785)
H (1.35343, 4.55175, -2.16028)
H (2.05409, 3.64845, -3.54096)
H (-3.49390, 3.73905, 2.62644)
H (-3.91899, 4.37658, 1.00539)
H (-2.34535, 4.78691, 1.76313)
H (-5.66388, -1.64538, 1.45220)
H (-5.49029, 0.07034, 1.93881)
H (-4.93457, -1.21355, 3.03081)
H (-1.85500, -1.79964, -0.21835)
H (-2.70733, -2.90923, 1.81091)
H (-1.92286, -2.26988, 3.27364)
H (-0.94838, -4.86853, 1.96871)
H (-1.43103, -5.85119, 4.15662)
H (-2.13299, -4.25953, 4.72472)
H (0.70242, -3.18174, 3.74247)
H (3.10653, -2.69879, 3.95814)
H (4.29669, -1.41465, 2.23682)
H (3.09568, -0.58867, 0.24375)
H (0.95589, -2.88750, -1.31140)
H (-0.36154, -2.00079, -2.10875)
H (2.59603, -1.30122, -2.04584)
H (0.00123, -1.33037, -5.96874)
H (-0.84927, 0.22577, -5.69547)
H (0.90458, 0.19711, -6.06058)

Cartesian forces, eV/Å:
-0.17 -0.37 0.14
0.13 0.23 -0.08
-0.29 -0.39 0.10
0.20 0.27 -0.35
0.00 -0.03 0.12
0.08 0.12 -0.03
0.18 0.03 -0.09
0.22 -0.06 -0.21
-0.73 0.44 0.92
0.59 0.12 -0.55
-0.75 -0.87 0.40
0.10 0.02 0.10
0.09 0.00 -0.06
-0.08 -0.09 -0.37
0.04 0.22 0.24
0.32 0.32 0.00
-0.07 0.20 0.19
-0.13 -0.13 0.05
0.26 -0.04 -0.31
-0.26 0.11 0.26
-0.39 0.37 -0.17
-0.17 -0.24 -0.26
-0.09 -0.13 0.01
-0.08 0.08 0.01
-0.02 -0.08 0.06
0.51 0.08 -0.16
-0.22 -0.01 0.07
0.13 0.07 -0.05
0.22 -0.01 0.04
-0.11 -0.06 0.08
-0.12 0.03 0.20
-0.05 -0.22 -0.08
-0.08 0.02 0.03
0.32 -0.14 -0.42
0.18 -0.18 0.27
0.03 -0.08 -0.04
-0.25 0.13 0.27
0.05 -0.12 -0.35
0.20 0.52 -0.20
-0.07 0.01 0.09
0.01 -0.07 -0.05
0.10 -0.13 -0.04
-0.04 0.06 0.21
0.01 0.03 -0.05
0.04 -0.04 0.02
-0.11 -0.03 -0.01
0.04 0.02 0.02
0.00 -0.11 0.02
-0.04 0.02 -0.06
0.17 0.05 0.01
0.15 0.06 0.12
-0.08 -0.04 -0.02
0.07 -0.14 -0.09
0.04 -0.22 -0.03
-0.06 0.18 0.15
-0.02 -0.03 0.07
0.05 -0.02 0.07
0.10 0.02 0.03
0.07 0.10 -0.10
-0.02 0.02 -0.02
0.01 0.02 -0.02
-0.18 0.05 -0.12
-0.02 0.11 0.01
0.05 -0.02 0.02
-0.06 -0.02 0.02

Electronic structure analysis, Mulliken charges in units of e: atom 1 (C): 0.143, atom 2 (C): -0.767, atom 3 (C): -0.240, atom 4 (C): -0.786, atom 5 (O): -0.204, atom 6 (C): 0.464, atom 7 (O): -0.635, atom 8 (N): 0.705, atom 9 (C): -0.217, atom 10 (N): -0.724, atom 11 (C): -0.148, atom 12 (C): 0.116, atom 13 (O): -0.592, atom 14 (O): -0.240, atom 15 (C): -0.762, atom 16 (C): 0.523, atom 17 (C): -0.488, atom 18 (O): -0.590, atom 19 (O): -0.276, atom 20 (C): -0.835, atom 21 (C): 0.569, atom 22 (N): 0.321, atom 23 (C): -0.425, atom 24 (C): -0.183, atom 25 (C): -0.827, atom 26 (C): 0.029, atom 27 (C): -0.686, atom 28 (C): -0.725, atom 29 (C): -1.155, atom 30 (C): -0.320, atom 31 (C): -0.667, atom 32 (C): 2.927, atom 33 (C): -1.309, atom 34 (C): 0.378, atom 35 (C): -0.161, atom 36 (O): -0.616, atom 37 (O): -0.238, atom 38 (C): -0.826, atom 39 (H): 0.436, atom 40 (H): 0.274, atom 41 (H): 0.321, atom 42 (H): 0.441, atom 43 (H): 0.324, atom 44 (H): 0.308, atom 45 (H): 0.257, atom 46 (H): 0.308, atom 47 (H): 0.270, atom 48 (H): 0.332, atom 49 (H): 0.304, atom 50 (H): 0.476, atom 51 (H): 0.223, atom 52 (H): 0.299, atom 53 (H): 0.302, atom 54 (H): 0.297, atom 55 (H): 0.287, atom 56 (H): 0.485, atom 57 (H): 0.409, atom 58 (H): 0.412, atom 59 (H): 0.459, atom 60 (H): 0.333, atom 61 (H): 0.512, atom 62 (H): 0.503, atom 63 (H): 0.319, atom 64 (H): 0.252, atom 65 (H): 0.324


[2]
DFT (wB97M-V/def2-TZVPD) results for a molecular structure, C27H28AuBN3O11S4 in a non-equilibrium geometry.

Frontier orbital gap = 5.91 eV
M = 906.6 g mol⁻¹
DFT total energy = -3791.14894 Ha
ΔE to the lowest compared entry with this formula, charge and spin = 0.00 kJ/mol
Largest force on an atom = 2.2 eV Å⁻¹
Lowest unoccupied orbital energy = 0.080 Eh
Charge = -1

Positions of all 75 atoms, in Å:
Au (-0.10767, 1.17534, -2.84838)
O (-2.57838, -1.83822, -0.31833)
S (-2.45500, -0.66482, -1.13227)
O (-1.70853, 0.47157, -0.31030)
O (-1.72127, -0.82944, -2.35143)
C (-4.05415, 0.06093, -1.26421)
C (-5.03712, -0.48981, -0.44304)
C (-6.28650, 0.09089, -0.36321)
C (-6.56351, 1.25960, -1.06526)
C (-5.59772, 1.79550, -1.90382)
C (-4.35230, 1.20728, -2.01849)
S (-3.30421, 1.76106, -3.35088)
O (-3.35819, 0.62195, -4.23907)
O (-3.90375, 2.95941, -3.87924)
O (-2.00654, 2.04888, -2.68207)
H (-4.78724, -1.38470, 0.10886)
H (-7.05414, -0.36132, 0.25035)
H (-7.53078, 1.73383, -0.97182)
H (-5.78008, 2.67581, -2.50535)
C (0.03297, -0.53780, 7.45537)
C (1.09386, -0.18106, 6.40316)
C (2.04506, 0.86952, 7.00144)
C (1.91821, -1.43567, 6.08432)
C (0.40784, 0.37532, 5.15410)
C (0.07207, 1.72827, 5.08096)
C (-0.48811, 2.30855, 3.94600)
C (-0.71097, 1.48567, 2.86752)
O (-1.22876, 1.77768, 1.63868)
B (-1.22619, 0.57151, 0.94913)
O (-0.77684, -0.46315, 1.75490)
C (-0.43185, 0.12305, 2.93986)
C (0.11426, -0.45078, 4.06542)
H (0.51678, -0.83676, 8.38860)
H (-0.58799, -1.36473, 7.10840)
H (-0.61005, 0.31998, 7.65535)
H (2.70933, 0.40533, 7.73217)
H (1.49898, 1.65877, 7.51770)
H (2.65648, 1.32181, 6.22041)
H (2.54033, -1.69718, 6.94202)
H (2.57018, -1.26331, 5.22721)
H (1.27832, -2.29348, 5.87517)
H (0.25230, 2.36497, 5.93557)
H (-0.70798, 3.36639, 3.91056)
H (0.31082, -1.51336, 4.07107)
S (-0.28443, 1.07382, -5.45767)
C (-0.23300, -0.66055, -5.42594)
N (-1.36962, -1.35580, -5.40000)
C (-1.34820, -2.79231, -5.16549)
C (-0.10568, -3.17248, -4.36765)
C (1.12411, -2.66424, -5.10149)
N (0.94037, -1.27492, -5.50572)
H (-2.16993, -0.80715, -5.10129)
H (-1.34671, -3.31364, -6.13091)
H (-2.25055, -3.06158, -4.61727)
H (-0.05103, -4.25435, -4.23799)
H (-0.16953, -2.70366, -3.38562)
H (1.32596, -3.27912, -5.98721)
H (2.00027, -2.70576, -4.44947)
H (1.74897, -0.64677, -5.39608)
O (3.08903, 0.44134, -4.47198)
C (2.93759, 0.50382, -3.25429)
N (1.75377, 0.33943, -2.58083)
S (1.99261, 0.40710, -0.94556)
O (1.83689, -0.88421, -0.32869)
O (1.16117, 1.45609, -0.39816)
C (3.72470, 0.80193, -1.01405)
C (4.67765, 1.00902, -0.04092)
C (5.99508, 1.20548, -0.43295)
C (6.34616, 1.16223, -1.78307)
C (5.39106, 0.91255, -2.74840)
C (4.06825, 0.73743, -2.35384)
H (4.39601, 1.04106, 1.00342)
H (6.75993, 1.37271, 0.31337)
H (7.37519, 1.33888, -2.06874)
H (5.62190, 0.84034, -3.80271)

Cartesian forces, eV/Å:
0.14 0.23 -1.01
-0.27 0.31 0.24
1.26 -1.26 0.01
-0.54 0.02 -0.59
-1.01 0.04 0.42
-0.57 0.70 0.06
0.54 -0.21 -0.16
-0.39 0.33 -0.06
0.22 -0.32 0.11
-0.06 0.14 0.06
0.12 -0.52 0.00
0.47 0.58 -0.28
0.25 -0.19 0.06
-0.13 0.08 0.22
-1.37 0.11 -0.14
-0.08 0.02 0.08
0.04 -0.02 0.07
-0.04 0.01 -0.04
-0.06 -0.01 0.00
0.12 -0.01 -0.05
-0.02 0.01 0.16
-0.03 -0.06 -0.05
-0.08 0.09 0.00
0.00 0.06 -0.01
0.03 -0.08 0.08
-0.01 0.06 -0.15
0.07 -0.33 0.19
-0.10 0.23 -0.26
0.23 -0.06 0.82
0.04 -0.34 -0.19
-0.05 0.49 0.11
-0.02 -0.17 -0.23
-0.03 -0.03 0.04
-0.06 0.02 0.00
-0.02 0.00 0.03
-0.03 -0.03 0.04
0.01 0.07 -0.04
0.05 0.03 0.02
-0.02 -0.01 0.02
0.03 -0.05 -0.01
0.02 -0.01 -0.09
0.07 0.04 -0.01
-0.05 0.00 -0.04
0.09 0.00 0.00
0.03 -0.78 -0.89
-0.26 2.08 -0.50
-0.01 -0.36 0.37
0.00 -0.01 0.01
-0.08 0.11 -0.10
0.10 -0.07 -0.03
0.79 -0.27 0.33
-0.04 0.05 -0.02
-0.08 -0.07 0.08
-0.02 -0.01 -0.08
0.01 0.01 0.00
0.02 0.02 0.07
0.00 -0.03 0.08
-0.02 -0.05 -0.07
-0.44 -0.15 -0.01
-0.05 -0.11 0.32
-1.21 -0.39 -0.99
1.46 -0.02 1.01
-0.59 -0.20 0.05
0.21 -0.11 -0.04
0.76 0.10 0.51
-0.06 -0.16 -0.69
-0.13 0.12 0.45
-0.07 -0.08 -0.19
0.12 0.07 0.26
-0.48 -0.10 -0.17
1.20 0.41 0.79
0.03 -0.03 0.03
-0.02 0.06 0.03
0.02 -0.08 -0.01
0.07 0.08 -0.01

Electronic structure analysis, Mulliken charges in units of e: atom 1 (Au): 0.517, atom 2 (O): -0.805, atom 3 (S): 1.208, atom 4 (O): -0.762, atom 5 (O): -0.158, atom 6 (C): 0.035, atom 7 (C): -0.698, atom 8 (C): -0.664, atom 9 (C): -0.470, atom 10 (C): -0.585, atom 11 (C): -0.113, atom 12 (S): 1.556, atom 13 (O): -0.789, atom 14 (O): -0.798, atom 15 (O): -0.871, atom 16 (H): 0.561, atom 17 (H): 0.388, atom 18 (H): 0.393, atom 19 (H): 0.563, atom 20 (C): -1.621, atom 21 (C): 2.268, atom 22 (C): -1.834, atom 23 (C): -1.977, atom 24 (C): 0.441, atom 25 (C): -0.314, atom 26 (C): -1.935, atom 27 (C): 1.137, atom 28 (O): -0.375, atom 29 (B): 1.749, atom 30 (O): -0.490, atom 31 (C): 0.329, atom 32 (C): -1.051, atom 33 (H): 0.389, atom 34 (H): 0.383, atom 35 (H): 0.389, atom 36 (H): 0.447, atom 37 (H): 0.373, atom 38 (H): 0.412, atom 39 (H): 0.460, atom 40 (H): 0.435, atom 41 (H): 0.323, atom 42 (H): 0.267, atom 43 (H): 0.485, atom 44 (H): 0.409, atom 45 (S): -0.455, atom 46 (C): 0.197, atom 47 (N): -0.058, atom 48 (C): -0.799, atom 49 (C): -0.300, atom 50 (C): -0.675, atom 51 (N): -0.113, atom 52 (H): 0.321, atom 53 (H): 0.372, atom 54 (H): 0.378, atom 55 (H): 0.447, atom 56 (H): 0.055, atom 57 (H): 0.358, atom 58 (H): 0.296, atom 59 (H): 0.249, atom 60 (O): -0.814, atom 61 (C): 0.427, atom 62 (N): -0.203, atom 63 (S): 1.560, atom 64 (O): -0.773, atom 65 (O): -0.721, atom 66 (C): 0.022, atom 67 (C): -0.528, atom 68 (C): -0.499, atom 69 (C): -0.490, atom 70 (C): -0.582, atom 71 (C): -0.002, atom 72 (H): 0.474, atom 73 (H): 0.377, atom 74 (H): 0.388, atom 75 (H): 0.487